51
Properties=species:S:1:pos:R:3:forces:R:3:mulliken_charge:R:1 method="wB97M-V/def2-TZVPD" total_charge=-2 relative_energy_kj_mol=4.8 gap_ev="4.076 / 6.624" spin_multiplicity=5 e_lumo_ev="4.20 / 4.20"
Cr 0.681 -1.087 1.084 -0.040 0.248 -0.030 -0.0616
C -5.192 1.450 -2.614 -0.015 0.017 -0.046 -1.4517
C -4.415 0.707 -1.561 0.034 -0.072 -0.022 1.1103
C -4.317 1.204 -0.266 -0.006 0.012 0.000 -0.8359
C -3.610 0.516 0.707 0.011 -0.008 0.073 -0.4264
C -2.993 -0.682 0.393 0.038 -0.138 -0.125 -0.1294
C -3.067 -1.189 -0.896 0.001 0.108 0.147 -0.1597
C -3.779 -0.495 -1.862 -0.025 0.052 0.014 -0.7631
S -2.092 -1.576 1.649 0.264 -0.160 -0.137 1.4548
O -3.067 -1.974 2.646 0.011 0.000 -0.025 -0.7983
O -1.401 -2.648 0.925 -0.184 0.139 0.189 -0.7063
N -1.025 -0.540 2.156 -0.044 0.127 -0.068 -0.0036
C -0.704 -0.490 3.576 0.027 0.038 0.106 -0.7004
C 0.606 -1.230 3.900 -0.260 -0.295 0.218 0.5000
O 0.924 -1.380 5.076 0.056 0.130 -0.053 -0.7867
O 1.255 -1.676 2.883 0.042 0.019 -0.063 -0.4651
H -5.268 2.511 -2.374 0.001 0.001 0.008 0.3481
H -6.209 1.058 -2.707 0.000 -0.004 0.002 0.2783
H -4.715 1.358 -3.591 -0.003 -0.002 -0.005 0.3537
H -4.785 2.151 -0.020 -0.007 0.007 0.000 0.2902
H -3.511 0.919 1.707 0.005 -0.008 0.020 0.4132
H -2.531 -2.097 -1.130 0.015 -0.034 -0.006 0.4566
H -3.817 -0.881 -2.875 -0.009 0.008 -0.015 0.3163
H -1.500 -0.912 4.194 0.048 0.010 -0.006 0.4273
H -0.567 0.552 3.882 0.002 0.008 -0.022 0.2679
Cl 3.999 -1.884 -5.351 0.014 -0.001 -0.031 -0.3128
C 3.427 -1.902 -3.677 -0.012 0.022 -0.061 0.5134
C 4.191 -2.547 -2.718 -0.026 0.005 0.024 -0.7999
C 3.716 -2.547 -1.398 -0.054 0.033 0.013 -0.4250
C 2.520 -1.939 -1.027 0.070 -0.002 -0.065 0.2734
O 2.122 -2.001 0.224 0.030 -0.094 -0.011 -0.3674
C 1.738 -1.266 -2.045 0.028 -0.024 -0.035 0.9417
C 0.519 -0.632 -1.774 0.048 0.018 -0.092 -0.4518
O -0.078 -0.512 -0.627 -0.104 -0.057 0.015 -0.4170
C 2.242 -1.274 -3.377 0.025 -0.021 0.025 -1.2644
H 5.120 -3.032 -2.984 0.009 -0.001 -0.003 0.3800
H 4.279 -3.041 -0.616 -0.002 -0.002 0.014 0.3975
H 0.001 -0.171 -2.624 0.030 -0.013 0.006 0.1612
H 1.679 -0.779 -4.159 -0.010 0.006 -0.008 0.3526
N 3.987 5.537 1.736 -0.028 -0.036 -0.003 -0.6616
C 3.475 4.509 1.634 0.089 0.134 0.009 0.0778
C 2.839 3.232 1.508 -0.037 -0.029 -0.004 0.6458
C 3.588 2.059 1.627 -0.072 -0.007 -0.012 -0.7945
C 2.957 0.832 1.511 0.021 0.014 0.030 -0.1946
C 1.583 0.729 1.273 -0.017 -0.124 0.047 0.4918
C 0.858 1.920 1.154 -0.023 0.019 -0.019 -0.3785
C 1.464 3.159 1.270 0.049 -0.064 0.017 -0.7602
H 4.655 2.121 1.810 0.005 0.017 0.002 0.3904
H 3.540 -0.077 1.610 -0.001 -0.005 -0.008 0.4519
H -0.208 1.864 0.962 -0.004 -0.004 -0.005 0.4217
H 0.888 4.073 1.177 0.008 0.015 0.001 0.3997

47
Properties=species:S:1:pos:R:3:forces:R:3:mulliken_charge:R:1 method="wB97M-V/def2-TZVPD" total_charge=0 gap_ev=7.699 e_lumo_ev=-0.34
C -5.108 -3.762 2.719 1.997 -3.426 -5.657 -1.3359
C -4.581 -2.785 1.589 -1.858 -1.066 4.364 1.0149
C -4.026 -1.460 1.927 -2.684 -6.329 3.021 -0.9074
C -3.716 -0.678 0.968 0.483 0.757 -4.141 -0.3109
C -3.869 -1.123 -0.508 2.100 4.735 6.583 0.8426
C -3.403 -0.014 -1.425 -4.880 5.756 5.885 -1.9517
N -2.167 0.742 -1.125 -1.355 -17.392 -8.737 0.3280
C -1.175 -0.154 -1.581 6.966 2.189 2.239 -0.4197
C 0.247 -0.114 -1.382 -4.582 8.063 2.690 -0.8903
S 1.549 -1.058 -1.892 -0.585 2.678 3.500 1.6696
O 1.921 -0.809 -3.172 3.883 3.428 -5.689 -0.7416
O 0.892 -2.226 -1.852 -4.097 -10.166 1.656 -0.7391
C 2.736 -1.040 -0.600 3.955 2.482 -5.471 -0.0835
C 4.045 -0.460 -1.010 -3.685 1.931 -4.954 -0.3184
C 5.052 -0.233 -0.212 -1.953 -3.031 2.460 -1.0780
C 4.814 -0.879 0.989 0.495 0.361 3.299 0.7627
Cl 6.149 -0.751 2.096 0.453 -0.052 0.652 -0.2335
C 3.674 -1.402 1.504 -1.614 -0.926 -3.025 -1.0033
C 2.597 -1.643 0.534 0.411 0.163 4.874 0.2154
C 0.645 1.389 -0.610 -5.692 -5.738 -2.999 0.6563
O 1.773 1.604 -0.558 4.479 2.381 1.027 -0.5383
C -0.599 2.113 -0.146 1.948 -4.690 -3.828 -0.2600
C -0.226 3.204 0.402 -0.691 10.291 3.377 -0.4138
C -1.337 4.126 0.811 8.893 2.557 1.801 0.2215
F -1.113 5.407 1.505 0.253 -2.722 -1.545 -0.3350
C -2.517 3.912 0.450 -9.682 -0.629 1.201 -0.6568
C -2.923 2.650 0.019 -0.167 -1.873 -3.047 -0.7934
C -1.907 1.744 -0.605 0.206 15.338 10.793 1.7417
C -4.490 -2.258 -0.671 -0.723 -1.837 -3.983 -0.2031
C -4.943 -3.198 0.407 2.096 3.373 -6.064 -0.7812
H -6.059 -4.342 2.190 2.724 1.102 1.727 0.2370
H -4.159 -4.460 2.896 -2.422 0.968 -0.032 0.2367
H -5.421 -3.364 3.575 -1.109 1.886 3.499 0.5400
H -4.131 -1.443 3.026 0.826 1.441 -0.651 0.3549
H -3.443 0.255 1.334 0.882 2.135 -0.520 0.4055
H -3.337 -0.549 -2.225 0.425 -1.522 -6.152 0.9178
H -4.284 0.935 -1.260 2.192 -3.140 -1.491 0.0990
H -1.418 -1.072 -1.845 -2.183 -3.864 -1.815 0.7632
H 4.092 0.013 -2.065 -0.389 -1.022 1.682 0.2413
H 5.982 0.130 -0.158 3.185 1.938 -1.613 0.5984
H 3.558 -1.628 2.519 0.072 -0.620 1.147 0.4471
H 1.640 -2.039 0.806 -0.252 -0.469 0.346 0.5080
H 0.766 3.811 0.278 -1.408 -2.203 0.806 0.3007
H -3.425 4.571 0.888 2.423 -1.184 -1.290 0.2354
H -4.045 2.428 -0.083 1.987 0.409 0.140 0.1364
H -4.588 -2.397 -1.863 -0.350 -0.774 2.715 0.1400
H -5.295 -3.998 -0.187 -0.973 -1.685 1.218 0.3808

55
Properties=species:S:1:pos:R:3:forces:R:3:mulliken_charge:R:1 method="wB97M-V/def2-TZVPD" total_charge=-1 relative_energy_kj_mol=19.0 gap_ev="5.789 / 4.895" spin_multiplicity=2 e_lumo_ev="1.02 / 0.15"
Ir 0.073 -0.666 0.177 0.228 0.380 -0.575 1.6242
O -1.759 2.018 6.171 -0.036 0.030 -0.011 -0.7193
C -0.702 2.304 5.589 -0.008 0.030 0.018 0.3768
O 0.282 2.981 5.938 0.034 -0.023 0.015 -0.7328
C -0.566 1.687 4.170 0.029 -0.032 -0.034 -0.4051
C -1.638 1.086 3.538 -0.011 0.025 -0.027 -0.8083
C -1.462 0.473 2.297 -0.073 -0.016 0.036 0.9321
N -0.247 0.493 1.743 0.077 0.116 -0.083 0.3209
C 0.821 1.075 2.327 0.066 -0.036 -0.094 0.6354
C 0.686 1.691 3.546 0.015 0.026 -0.020 -0.9554
C 2.076 0.918 1.557 -0.117 0.027 -0.008 0.6847
C 3.240 1.613 1.852 0.045 0.014 0.003 -1.0030
C 4.358 1.431 1.058 -0.029 0.003 0.010 -0.4495
C 4.296 0.555 -0.015 -0.010 -0.001 0.001 -0.9132
C 3.108 -0.105 -0.263 0.044 -0.065 0.018 -0.0635
N 2.028 0.067 0.503 0.078 -0.173 0.067 -0.0690
C -2.454 -0.280 1.503 0.079 0.192 -0.169 0.6091
C -3.771 -0.244 1.816 0.010 -0.053 0.048 -0.8832
C -4.693 -0.846 0.895 -0.038 0.144 -0.009 -0.3988
C -4.256 -1.457 -0.209 0.092 -0.140 0.015 -1.1387
C -2.799 -1.629 -0.519 0.051 0.173 0.010 -0.0919
N -1.929 -0.961 0.427 -0.097 -0.387 0.178 0.2605
H -2.592 1.085 4.045 0.018 -0.046 0.036 0.5899
H 1.508 2.161 4.069 -0.037 0.033 0.033 0.5306
H 3.248 2.301 2.685 0.011 -0.004 0.002 0.4443
H 5.266 1.979 1.268 0.004 -0.010 0.013 0.4299
H 5.145 0.390 -0.662 -0.005 0.005 -0.009 0.4422
H 2.991 -0.790 -1.093 -0.027 -0.007 -0.002 0.4639
H -4.117 0.291 2.686 0.000 0.030 -0.018 0.3638
H -5.757 -0.725 1.058 -0.006 -0.028 0.010 0.3733
H -4.934 -1.808 -0.975 -0.002 -0.105 0.058 0.4062
H -2.543 -2.695 -0.564 0.121 0.045 -0.254 0.3223
O 0.170 -3.250 -3.061 0.068 -0.054 -0.021 -0.7046
C 0.473 -2.240 -2.465 0.064 0.258 0.006 0.0749
O 0.517 -2.155 -1.165 -0.156 -0.339 0.188 -0.9658
C 1.027 -1.048 -3.215 -0.116 0.057 0.048 0.3257
C 1.713 -1.335 -4.390 -0.003 -0.019 0.004 -0.8083
C 2.360 -0.346 -5.113 -0.024 0.006 -0.008 -0.5061
C 2.320 0.968 -4.669 0.029 0.004 0.030 -0.6810
C 1.606 1.281 -3.526 0.021 -0.018 -0.020 -0.8790
C 0.955 0.287 -2.791 0.056 0.071 0.046 1.2751
S -0.007 0.918 -1.461 -0.322 0.127 -0.050 -0.3955
H 1.717 -2.365 -4.721 0.001 0.004 0.001 0.4883
H 2.882 -0.599 -6.027 0.030 -0.005 0.017 0.3918
H 2.835 1.750 -5.212 -0.041 0.005 -0.031 0.3976
H 1.536 2.308 -3.190 -0.038 0.004 -0.019 0.4483
O -4.407 0.188 -3.213 0.009 -0.012 0.120 -0.6733
Se -3.044 0.409 -2.394 0.299 0.194 -0.529 1.0901
O -1.762 0.791 -3.357 -0.169 -0.085 0.401 -0.6012
O -2.511 -1.208 -1.877 -0.001 0.034 0.265 -0.2971
O -3.107 1.349 -1.088 -0.026 -0.080 0.066 -0.5995
N 0.413 -2.298 1.470 -0.171 -0.211 0.072 -0.5686
H 1.287 -2.265 1.983 -0.014 -0.050 0.045 0.3147
H 0.466 -3.022 0.749 0.036 -0.085 0.147 0.3447
H -0.347 -2.513 2.111 -0.034 0.047 -0.035 0.3504

53
Properties=species:S:1:pos:R:3:forces:R:3:mulliken_charge:R:1 method="wB97M-V/def2-TZVPD" total_charge=-1 relative_energy_kj_mol=0.0 gap_ev=7.090 e_lumo_ev=2.57
Al -0.034 -0.147 -0.508 0.144 -0.194 0.303 -2.1842
O 3.533 0.361 1.330 0.007 -0.047 0.019 -0.7759
C 2.353 0.155 1.050 -0.096 0.259 0.029 -0.0306
N 1.713 0.484 -0.079 0.006 -0.025 -0.084 0.5390
C 2.420 1.360 -0.980 0.071 -0.006 -0.031 -1.2776
C 1.529 2.520 -1.351 -0.032 0.045 0.007 0.8944
C 2.034 3.648 -1.989 0.000 0.012 -0.012 -1.1718
C 1.172 4.680 -2.306 0.013 -0.008 0.008 -0.2519
C -0.172 4.557 -1.981 -0.019 0.011 0.019 -0.8816
C -0.588 3.398 -1.354 -0.022 -0.038 -0.011 0.0902
N 0.242 2.406 -1.036 0.020 -0.148 -0.133 0.1143
C 1.431 -0.440 2.081 0.018 -0.042 -0.010 0.8190
C 1.899 -0.917 3.292 -0.016 0.000 0.004 -0.8524
C 0.971 -1.361 4.219 0.007 0.016 0.000 -0.3075
C -0.378 -1.294 3.908 -0.010 -0.006 0.008 -0.9088
C -0.751 -0.808 2.667 0.030 -0.043 -0.014 -0.0128
N 0.139 -0.400 1.769 -0.067 -0.023 -0.052 0.3049
H 2.736 0.837 -1.891 -0.061 0.060 0.006 0.2599
H 3.327 1.735 -0.500 0.000 -0.037 0.024 0.7349
H 3.089 3.702 -2.225 0.006 0.003 -0.006 0.4354
H 1.540 5.571 -2.799 0.000 0.001 -0.004 0.3950
H -0.887 5.336 -2.204 -0.001 0.004 -0.012 0.4670
H -1.632 3.255 -1.102 -0.024 0.001 0.021 0.0102
H 2.964 -0.917 3.475 0.003 0.000 -0.008 0.5055
H 1.294 -1.746 5.178 -0.002 -0.005 -0.001 0.4178
H -1.136 -1.616 4.609 -0.001 0.000 -0.003 0.4302
H -1.792 -0.740 2.379 -0.067 -0.043 -0.033 0.4429
C -2.374 -2.702 0.059 0.007 0.037 0.053 -1.3732
C -0.910 -3.007 -0.054 0.064 -0.042 0.010 0.5559
C -0.332 -4.247 0.079 -0.009 0.024 -0.020 -0.9811
C 1.032 -4.105 -0.271 0.010 -0.001 -0.018 -0.9687
C 1.225 -2.784 -0.598 0.108 0.037 0.042 0.7617
C 2.484 -2.170 -1.134 0.073 -0.071 -0.017 -1.1747
N 0.044 -2.088 -0.443 -0.251 0.137 0.011 1.3665
H -2.753 -2.830 1.076 0.005 0.046 0.040 0.2574
H -2.950 -3.372 -0.581 0.008 -0.012 0.008 0.4017
H -2.612 -1.692 -0.262 0.001 0.084 -0.022 0.1600
H -0.849 -5.159 0.341 -0.015 0.004 0.001 0.4753
H 1.782 -4.880 -0.325 0.008 0.004 -0.007 0.4898
H 3.106 -2.961 -1.556 -0.007 -0.020 0.003 0.4831
H 3.080 -1.650 -0.381 0.014 -0.092 -0.102 0.1623
H 2.272 -1.464 -1.940 0.011 -0.009 -0.007 0.1569
F 0.687 0.524 -3.335 0.004 0.041 0.066 -0.2991
C -0.305 -0.089 -2.584 -0.013 0.261 0.001 0.6384
F -0.439 -1.304 -3.185 -0.054 -0.019 0.088 -0.3084
F -1.451 0.593 -2.941 0.075 -0.017 -0.022 -0.2933
N -1.764 0.597 0.001 0.031 -0.180 -0.117 0.0470
C -2.775 1.084 0.282 0.075 0.039 -0.085 1.6235
C -3.975 1.677 0.616 -0.065 0.003 0.070 -0.3128
C -4.216 3.019 0.236 0.014 0.007 -0.027 0.0476
N -4.398 4.115 -0.076 0.013 0.017 -0.013 -0.5472
C -4.928 0.940 1.358 -0.026 -0.026 0.017 0.0159
N -5.700 0.333 1.964 0.011 0.000 0.016 -0.5900

Number 1: F_max 0.45 eV Å⁻¹, energy -3350.60666 Eh. Number 2: F_max 19.51 eV Å⁻¹, energy -2124.85229 Eh. Number 3: F_max 0.73 eV Å⁻¹, energy -4611.63326 Eh. Number 4: F_max 0.39 eV Å⁻¹, energy -1888.08120 Eh.